Computed, not measured: a structure of composition C60H59ClN7O5S2Ti in a non-equilibrium geometry, with ωB97M-V with the def2-TZVPD basis set.

Calculated values
* relative energy (zero: lowest compared OMol25 entry of this formula, charge and spin): 185.2 kJ/mol
* E_LUMO (alpha / beta): 2.09 / 2.09 eV
* F_max: 1.21 eV/Å
* HOMO level (alpha / beta): -2.24 / -4.47 eV
* charge: -1
* 2S+1: 3
* gap between HOMO and LUMO (alpha / beta): 4.34 / 6.56 eV

CARTESIAN COORDINATES (ANGSTROEM)
Ti -0.455 -0.330 -0.935
Cl -6.001 3.831 1.466
C -4.782 2.637 1.047
C -3.966 2.126 2.050
C -3.010 1.178 1.700
C -2.863 0.786 0.378
O -1.978 -0.125 0.031
C -3.666 1.334 -0.650
C -3.491 0.954 -2.009
N -2.524 0.134 -2.421
C -2.502 -0.308 -3.703
C -3.306 0.116 -4.767
C -3.190 -0.456 -6.037
C -2.309 -1.471 -6.296
C -1.491 -1.958 -5.244
C -0.605 -3.040 -5.414
C 0.122 -3.491 -4.348
C -0.008 -2.836 -3.115
N -0.796 -1.795 -2.924
C -1.560 -1.366 -3.963
C -4.662 2.249 -0.268
H -4.086 2.451 3.073
H -2.369 0.729 2.446
H -4.230 1.344 -2.709
H -4.006 0.924 -4.623
H -3.818 -0.080 -6.837
H -2.234 -1.923 -7.276
H -0.527 -3.511 -6.387
H 0.799 -4.331 -4.430
H 0.573 -3.158 -2.257
H -5.324 2.659 -1.018
C -0.385 8.148 -0.603
O -0.063 6.777 -0.617
C 1.180 6.399 -0.168
C 2.129 7.264 0.349
C 3.362 6.772 0.767
C 3.644 5.425 0.649
C 2.699 4.557 0.119
C 1.451 5.019 -0.272
N 0.468 4.214 -0.846
C 0.123 2.906 -0.462
N 0.582 2.582 0.763
C 0.532 1.402 1.533
C 0.307 0.125 1.046
C 0.306 -0.896 2.015
C 0.544 -0.669 3.352
C 0.812 0.619 3.819
C 0.804 1.649 2.903
O 1.048 2.983 3.225
C 1.384 3.301 4.553
N -0.527 2.111 -1.249
C -0.931 2.660 -2.486
C -0.528 2.042 -3.657
C -0.887 2.531 -4.903
C -1.672 3.664 -4.996
C -2.115 4.297 -3.838
C -1.770 3.789 -2.590
O -2.137 4.397 -1.407
C -3.110 5.417 -1.440
H -1.379 8.230 -1.036
H 0.323 8.727 -1.205
H -0.400 8.540 0.419
H 1.916 8.317 0.437
H 4.094 7.452 1.178
H 4.604 5.036 0.956
H 2.933 3.509 0.002
H -0.294 4.732 -1.262
H 0.864 3.382 1.315
H 0.074 -1.908 1.706
H 0.528 -1.499 4.049
H 1.006 0.797 4.864
H 1.575 4.373 4.572
H 2.281 2.764 4.873
H 0.563 3.065 5.236
H 0.062 1.129 -3.577
H -0.569 2.006 -5.790
H -1.953 4.061 -5.962
H -2.729 5.179 -3.909
H -3.419 5.577 -0.411
H -3.975 5.115 -2.032
H -2.695 6.344 -1.852
S 1.732 -2.656 -0.301
C 1.003 -4.005 0.423
N 1.782 -4.888 1.128
C 1.144 -5.882 1.955
C 0.026 -6.497 1.135
N -0.904 -5.458 0.757
C -2.274 -5.639 1.187
C -2.390 -5.575 2.690
C -2.727 -6.687 3.447
C -2.779 -6.615 4.833
C -2.488 -5.424 5.473
C -2.152 -4.302 4.724
C -2.102 -4.375 3.344
C -0.413 -4.220 0.374
S -1.502 -2.985 -0.056
C 3.220 -4.816 1.153
C 3.759 -4.234 2.439
C 3.239 -3.041 2.929
C 3.731 -2.495 4.099
C 4.748 -3.132 4.799
C 5.267 -4.323 4.319
C 4.770 -4.870 3.144
H 0.720 -5.433 2.865
H 1.885 -6.625 2.259
H -0.505 -7.257 1.712
H 0.448 -6.974 0.242
H -2.644 -6.599 0.813
H -2.867 -4.845 0.730
H -2.954 -7.621 2.945
H -3.042 -7.492 5.409
H -2.526 -5.364 6.553
H -1.929 -3.367 5.218
H -1.844 -3.506 2.755
H 3.537 -4.200 0.304
H 3.626 -5.826 1.020
H 2.456 -2.538 2.379
H 3.317 -1.564 4.461
H 5.129 -2.704 5.717
H 6.054 -4.831 4.861
H 5.172 -5.805 2.773
C 2.452 1.742 -2.771
C 2.395 0.400 -2.033
C 3.166 0.508 -0.717
C 2.970 -0.698 -2.923
O 1.062 0.058 -1.756
H 3.488 2.079 -2.812
H 1.864 2.502 -2.263
H 2.085 1.657 -3.795
H 4.221 0.696 -0.928
H 3.081 -0.402 -0.127
H 2.776 1.331 -0.123
H 3.940 -0.386 -3.313
H 2.298 -0.875 -3.763
H 3.089 -1.632 -2.376

***

Computed, not measured: a cluster of 12 separate species, C60H66F12N2O8 in total in a non-equilibrium geometry, with ωB97M-V with the def2-TZVPD basis set.

Calculated values
* E_LUMO: 0.65 eV
* F_max: 3.15 eV/Å
* HOMO level: -7.89 eV
* charge: 0
* gap between HOMO and LUMO: 8.53 eV
* SMILES: CCOC(=O)C(F)(F)F.CCOC(=O)C(F)(F)F.CCOC(=O)C(F)(F)F.CCOC(=O)C(F)(F)F.c1cc[nH]c1.c1cc[nH]c1.c1ccccc1.c1ccccc1.c1ccccc1.c1ccccc1.c1ccccc1.c1ccccc1

CARTESIAN COORDINATES (ANGSTROEM)
C 17.436 7.789 -8.723
C 16.603 8.340 -7.545
O 16.480 9.750 -7.501
C 17.432 10.438 -6.936
O 18.407 10.008 -6.416
C 17.267 11.962 -7.012
F 18.457 12.532 -7.190
F 16.438 12.342 -7.974
F 16.762 12.395 -5.839
H 18.343 8.337 -8.973
H 16.806 7.722 -9.612
H 17.797 6.804 -8.424
H 17.250 7.997 -6.724
H 15.652 7.844 -7.407
C 23.687 18.017 -8.656
C 24.730 17.454 -9.635
O 24.644 16.022 -9.656
C 24.825 15.449 -10.835
O 24.793 15.996 -11.892
C 25.111 13.934 -10.754
F 26.364 13.710 -11.151
F 24.969 13.444 -9.515
F 24.266 13.269 -11.578
H 24.068 17.960 -7.639
H 22.760 17.470 -8.785
H 23.619 19.066 -8.948
H 25.726 17.721 -9.279
H 24.610 17.903 -10.614
C 17.808 9.022 -15.579
C 16.869 9.950 -14.842
O 17.266 10.097 -13.486
C 16.576 10.920 -12.743
O 15.560 11.434 -13.073
C 17.155 11.163 -11.337
F 18.491 10.938 -11.283
F 16.969 12.450 -11.021
F 16.531 10.407 -10.430
H 17.763 8.003 -15.207
H 18.824 9.402 -15.500
H 17.524 9.092 -16.630
H 15.822 9.651 -14.962
H 16.870 10.924 -15.349
C 30.073 15.661 -7.428
C 29.903 14.311 -6.799
O 28.646 14.140 -6.131
C 27.633 13.884 -6.886
O 27.681 13.776 -8.055
C 26.264 13.904 -6.177
F 25.678 12.707 -6.206
F 26.401 14.294 -4.891
F 25.483 14.784 -6.800
H 29.312 15.894 -8.174
H 31.069 15.791 -7.845
H 29.959 16.456 -6.683
H 30.651 14.173 -6.021
H 30.015 13.469 -7.486
C 21.876 8.792 -3.522
C 20.508 8.436 -3.654
C 20.331 7.292 -2.914
N 21.567 6.869 -2.485
C 22.520 7.761 -2.892
H 22.413 9.614 -3.973
H 19.723 9.018 -4.106
H 19.436 6.772 -2.620
H 21.679 6.082 -1.880
H 23.565 7.679 -2.641
C 23.429 7.046 -8.489
C 22.831 7.523 -9.691
C 23.357 6.842 -10.756
N 24.306 5.993 -10.237
C 24.274 6.021 -8.867
H 23.188 7.392 -7.501
H 22.159 8.361 -9.722
H 23.199 6.964 -11.814
H 24.908 5.450 -10.823
H 24.827 5.283 -8.310
C 21.268 16.283 -2.640
C 21.081 15.258 -1.727
C 21.340 13.957 -2.158
C 21.715 13.653 -3.447
C 21.916 14.680 -4.375
C 21.621 15.971 -3.967
H 21.018 17.305 -2.381
H 20.749 15.399 -0.705
H 21.240 13.111 -1.483
H 21.684 12.598 -3.705
H 22.309 14.490 -5.364
H 21.864 16.810 -4.613
C 23.112 10.099 -11.661
C 24.210 9.903 -12.478
C 23.991 9.507 -13.799
C 22.717 9.184 -14.232
C 21.663 9.286 -13.327
C 21.811 9.819 -12.059
H 23.297 10.641 -10.734
H 25.218 10.166 -12.193
H 24.868 9.433 -14.434
H 22.532 8.767 -15.213
H 20.669 8.996 -13.653
H 20.994 10.141 -11.437
C 24.157 11.318 -1.764
C 25.248 11.443 -2.624
C 26.514 11.666 -2.107
C 26.666 11.790 -0.722
C 25.577 11.688 0.130
C 24.297 11.551 -0.397
H 23.199 11.008 -2.167
H 25.042 11.487 -3.690
H 27.351 11.873 -2.762
H 27.660 11.996 -0.340
H 25.703 11.717 1.206
H 23.396 11.506 0.203
C 19.844 12.996 -14.910
C 18.698 13.766 -14.746
C 18.415 14.329 -13.506
C 19.285 14.138 -12.442
C 20.449 13.394 -12.606
C 20.735 12.842 -13.852
H 20.049 12.479 -15.840
H 18.010 13.790 -15.584
H 17.496 14.894 -13.397
H 19.037 14.549 -11.468
H 21.099 13.171 -11.773
H 21.644 12.255 -13.913
C 21.344 10.639 -8.378
C 22.153 10.621 -7.238
C 22.801 11.779 -6.839
C 22.740 12.906 -7.666
C 22.034 12.877 -8.858
C 21.295 11.744 -9.199
H 20.743 9.750 -8.552
H 22.139 9.715 -6.642
H 23.303 11.829 -5.881
H 23.255 13.821 -7.403
H 22.058 13.733 -9.523
H 20.665 11.697 -10.078
C 18.811 16.343 -6.355
C 19.939 15.817 -6.973
C 20.359 16.301 -8.204
C 19.680 17.427 -8.709
C 18.687 18.082 -8.014
C 18.226 17.513 -6.820
H 18.353 15.878 -5.487
H 20.381 14.906 -6.586
H 21.104 15.814 -8.817
H 20.068 17.797 -9.659
H 18.294 19.035 -8.342
H 17.473 18.025 -6.233

***

Computed, not measured: a cluster of 10 separate species, C60H68BrClFN12O4S in total in a non-equilibrium geometry, with ωB97M-V with the def2-TZVPD basis set.

Calculated values
* E_LUMO: -5.03 eV
* F_max: 7.39 eV/Å
* HOMO level: -10.41 eV
* charge: +1
* gap between HOMO and LUMO: 5.38 eV

CARTESIAN COORDINATES (ANGSTROEM)
C -0.269 -7.268 1.769
N -1.568 -7.216 1.016
C -1.964 -5.822 0.662
C -1.553 -4.741 1.805
C -2.424 -4.611 3.108
C -3.742 -5.484 3.324
C -4.865 -4.844 2.325
C -5.790 -3.747 3.040
C -5.170 -2.270 3.044
S -5.061 -1.471 1.377
O -5.513 -0.031 1.574
O -5.942 -2.089 0.331
Cl -3.040 -1.334 0.789
C -1.977 -3.588 4.201
C -2.761 -3.346 5.565
O -3.197 -4.232 6.324
O -3.026 -1.963 5.917
Br -2.245 -1.689 7.571
C -0.719 -2.737 3.912
C 0.078 -2.896 2.566
C 1.329 -1.928 2.363
C 2.680 -2.652 1.881
C 3.358 -3.411 3.137
N 4.758 -2.850 3.264
N -0.387 -3.892 1.632
F 0.294 -4.061 0.474
H 0.153 -8.343 1.704
H 0.517 -6.538 1.344
H -0.424 -7.073 2.897
H -2.266 -7.684 1.613
H -3.084 -5.836 0.449
H -1.452 -5.592 -0.348
H -3.516 -6.573 3.025
H -4.135 -5.489 4.400
H -4.413 -4.481 1.336
H -5.553 -5.731 2.047
H -6.809 -3.711 2.495
H -5.918 -4.059 4.137
H -4.145 -2.178 3.537
H -5.885 -1.614 3.674
H -0.343 -1.968 4.683
H 1.054 -1.131 1.584
H 1.556 -1.399 3.364
H 3.399 -1.806 1.559
H 2.568 -3.328 0.969
H 3.379 -4.537 2.962
H 2.714 -3.197 4.068
H 5.390 -3.608 3.555
H 4.686 -2.108 3.971
N 1.676 -0.571 -3.323
C 2.141 -1.567 -4.094
C 1.981 -2.912 -3.796
C 1.305 -3.249 -2.632
C 0.816 -2.236 -1.818
C 1.025 -0.925 -2.206
H 2.666 -1.252 -4.990
H 2.375 -3.674 -4.455
H 1.160 -4.290 -2.362
H 0.285 -2.460 -0.903
H 0.658 -0.099 -1.604
N -0.700 1.552 2.763
C -1.879 0.950 2.994
C -2.801 1.392 3.928
C -2.489 2.520 4.674
C -1.277 3.161 4.458
C -0.424 2.642 3.497
H -2.073 0.072 2.388
H -3.738 0.868 4.070
H -3.185 2.897 5.416
H -1.002 4.043 5.022
H 0.533 3.109 3.289
N 3.157 4.859 -3.593
C 2.428 5.521 -2.679
C 1.438 4.931 -1.908
C 1.181 3.580 -2.092
C 1.918 2.871 -3.030
C 2.888 3.551 -3.749
H 2.664 6.575 -2.574
H 0.882 5.512 -1.184
H 0.413 3.084 -1.508
H 1.741 1.816 -3.195
H 3.494 3.040 -4.491
N -1.193 9.199 -3.849
C -0.095 8.427 -3.805
C -0.102 7.061 -4.036
C -1.315 6.451 -4.325
C -2.466 7.224 -4.375
C -2.353 8.584 -4.133
H 0.828 8.950 -3.572
H 0.816 6.489 -3.989
H -1.362 5.383 -4.510
H -3.429 6.781 -4.597
H -3.224 9.231 -4.164
N -2.491 -9.290 3.930
C -2.035 -10.310 3.178
C -2.209 -11.644 3.505
C -2.887 -11.952 4.675
C -3.364 -10.921 5.471
C -3.144 -9.619 5.058
H -1.508 -10.018 2.274
H -1.824 -12.425 2.861
H -3.041 -12.985 4.965
H -3.896 -11.126 6.391
H -3.503 -8.779 5.645
N -2.234 10.251 -10.334
C -2.335 10.885 -9.155
C -2.222 10.253 -7.927
C -1.994 8.885 -7.913
C -1.886 8.204 -9.117
C -2.011 8.928 -10.292
H -2.517 11.953 -9.219
H -2.310 10.815 -7.006
H -1.901 8.354 -6.972
H -1.709 7.136 -9.143
H -1.931 8.442 -11.259
N 3.791 1.505 2.659
C 3.640 2.780 3.055
C 3.598 3.859 2.185
C 3.723 3.609 0.826
C 3.882 2.302 0.389
C 3.908 1.293 1.337
H 3.550 2.923 4.127
H 3.472 4.867 2.561
H 3.696 4.426 0.114
H 3.983 2.073 -0.665
H 4.026 0.255 1.044
N 4.836 -4.432 -4.050
C 5.612 -4.341 -5.142
C 6.870 -4.914 -5.244
C 7.360 -5.619 -4.155
C 6.580 -5.726 -3.012
C 5.334 -5.121 -3.010
H 5.187 -3.778 -5.966
H 7.451 -4.811 -6.152
H 8.340 -6.080 -4.195
H 6.932 -6.268 -2.143
H 4.686 -5.180 -2.142
N 1.462 8.084 2.001
C 1.303 9.376 2.331
C 0.711 10.316 1.504
C 0.258 9.903 0.259
C 0.411 8.574 -0.109
C 1.014 7.710 0.793
H 1.676 9.651 3.313
H 0.607 11.345 1.824
H -0.210 10.609 -0.418
H 0.069 8.217 -1.073
H 1.153 6.661 0.553